Record 1
C17H48N4O5 | wB97M-V/def2-TZVPD

Cartesian coordinates (Å):
C (0.63624, -3.19025, 1.36172)
O (-0.10911, -2.03603, 0.92515)
H (0.76463, -3.87244, 0.52137)
H (1.58055, -2.96651, 1.85803)
H (0.08454, -3.81754, 2.06190)
H (-0.11668, -1.33520, 1.58117)
C (6.83906, -14.48859, 2.59350)
C (5.50115, -13.84433, 2.26233)
C (5.21088, -13.56956, 0.78029)
O (3.89644, -12.94398, 0.61463)
C (4.05340, -11.58180, 0.17268)
N (4.48106, -14.74891, 2.73987)
H (7.12739, -14.48273, 3.64465)
H (7.54997, -14.15429, 1.83789)
H (6.93711, -15.55874, 2.41114)
H (5.55687, -12.88862, 2.78349)
H (5.28019, -14.50287, 0.22150)
H (6.08550, -13.17266, 0.26493)
H (4.70952, -10.99500, 0.81555)
H (3.03844, -11.24780, 0.38807)
H (4.35127, -11.65198, -0.87347)
H (5.01422, -15.59136, 2.57824)
H (3.64975, -14.72826, 2.16663)
C (5.42240, 1.41008, 3.97977)
C (4.40960, 2.53899, 3.58882)
C (3.50255, 2.92492, 4.74483)
O (2.57110, 1.82542, 4.97798)
C (1.59396, 2.11218, 5.96153)
N (5.34168, 3.63869, 3.33689)
H (6.06225, 1.20801, 3.12079)
H (4.97889, 0.44620, 4.22949)
H (6.11614, 1.81599, 4.71601)
H (3.89021, 2.28106, 2.66588)
H (2.91438, 3.80682, 4.49099)
H (4.06051, 3.03180, 5.67507)
H (1.94785, 2.46092, 6.93170)
H (1.02330, 1.21260, 6.19210)
H (0.97488, 2.90450, 5.54072)
H (6.14225, 3.38224, 2.77704)
H (4.79255, 4.31683, 2.82829)
C (-9.92733, 3.50770, -4.06524)
C (-9.13043, 3.89496, -2.85479)
C (-8.84876, 2.77674, -1.87890)
O (-8.07918, 3.28963, -0.81401)
C (-7.07873, 2.32912, -0.37988)
N (-7.85299, 4.54783, -3.29852)
H (-9.92239, 4.27761, -4.83680)
H (-10.88738, 3.14451, -3.69851)
H (-9.52702, 2.61696, -4.54942)
H (-9.66551, 4.72471, -2.39295)
H (-8.57852, 1.91636, -2.49110)
H (-9.80863, 2.33563, -1.61028)
H (-6.07099, 2.74110, -0.32670)
H (-6.86069, 1.55546, -1.11608)
H (-7.36500, 1.88251, 0.57233)
H (-7.35492, 4.69983, -2.43312)
H (-7.31268, 3.87726, -3.82624)
C (-1.01223, 10.45314, -5.66969)
C (-1.09584, 9.93852, -4.24994)
C (-1.00426, 8.32914, -4.32417)
O (-1.16844, 7.72875, -3.03652)
C (-0.59975, 6.47127, -2.85685)
N (-0.13449, 10.57866, -3.40157)
H (-0.91532, 11.53153, -5.79525)
H (-1.86271, 10.09621, -6.25055)
H (-0.10992, 10.07028, -6.14653)
H (-1.99712, 10.21207, -3.70130)
H (-0.07422, 7.90668, -4.70450)
H (-1.78626, 7.95141, -4.98288)
H (-1.01128, 5.66441, -3.46325)
H (-0.65343, 6.17901, -1.80813)
H (0.47424, 6.61078, -2.98002)
H (-0.53621, 10.64814, -2.47751)
H (-0.10853, 11.56434, -3.62031)

Calculated values
LUMO, eV: 0.6
Frontier orbital gap, eV: 9.72
2S+1: 1


Record 2
C17H48NO10 | wB97M-V/def2-TZVPD

Cartesian coordinates (Å):
C (28.45744, -13.91376, -2.73140)
C (28.90873, -15.30953, -3.19235)
O (28.96160, -15.43756, -4.46718)
O (29.11458, -16.18116, -2.34162)
H (27.61069, -13.43505, -3.23950)
H (29.27828, -13.20268, -2.77611)
H (27.98501, -14.00527, -1.74511)
C (30.15204, -11.85772, 0.57498)
C (29.03943, -11.22078, -0.24089)
O (29.55606, -11.03306, -1.57241)
H (30.22827, -12.90625, 0.27729)
H (29.88962, -11.93677, 1.63831)
H (31.11827, -11.36922, 0.48527)
H (28.67482, -10.28083, 0.19332)
H (28.14919, -11.84206, -0.34141)
H (29.98785, -10.17295, -1.59683)
C (26.92843, -18.03528, -7.61742)
C (28.11653, -18.03382, -6.66877)
O (27.71674, -17.72305, -5.36608)
H (27.20259, -18.37029, -8.62293)
H (26.50067, -17.03592, -7.73898)
H (26.09682, -18.63211, -7.23907)
H (28.90447, -17.34782, -7.01392)
H (28.66874, -18.98274, -6.65976)
H (27.99648, -16.81567, -5.10617)
C (26.69533, -10.73245, -4.07488)
C (26.34961, -9.27958, -3.83148)
O (27.50856, -8.46039, -3.73212)
H (27.34400, -11.12530, -3.28977)
H (27.06882, -10.81410, -5.09224)
H (25.80544, -11.35481, -3.93263)
H (25.72527, -9.12805, -2.93827)
H (25.78868, -8.82857, -4.65318)
H (28.04430, -8.69070, -2.96948)
C (23.43749, -12.30266, -2.23648)
C (23.82884, -12.04126, -0.78642)
C (23.52606, -10.58161, -0.41118)
C (23.43723, -10.32547, 1.08753)
C (22.36281, -11.23177, 1.68718)
C (22.68858, -12.70468, 1.47055)
N (22.92925, -12.90999, 0.03432)
O (23.17089, -14.28950, -0.25137)
C (23.85239, -13.17445, 2.34322)
C (21.42095, -13.49936, 1.80743)
C (25.32318, -12.34300, -0.57520)
H (24.10047, -11.69239, -2.85807)
H (22.41534, -12.04687, -2.51567)
H (23.60591, -13.34033, -2.52502)
H (24.28257, -9.96218, -0.90063)
H (22.57158, -10.32386, -0.88253)
H (23.30290, -9.26476, 1.30397)
H (24.39946, -10.55981, 1.55865)
H (21.40623, -10.91786, 1.26022)
H (22.26506, -11.05095, 2.76119)
H (23.82697, -12.70473, 3.33322)
H (23.72244, -14.22364, 2.62174)
H (24.82375, -13.03425, 1.88606)
H (20.59464, -13.21471, 1.15362)
H (21.57403, -14.57338, 1.69928)
H (21.09920, -13.32194, 2.83729)
H (25.71459, -12.08955, 0.40471)
H (25.86406, -11.86831, -1.39690)
H (25.47295, -13.41648, -0.72181)
H (22.40561, -14.53065, -0.78588)
O (32.12582, -12.28886, -2.73686)
H (32.04557, -12.20815, -3.69385)
H (31.23162, -12.12896, -2.40136)
O (29.04299, -13.19841, -6.11555)
H (28.97653, -12.37137, -5.62828)
H (28.81845, -13.90067, -5.45180)
O (31.43477, -17.24470, -4.79523)
H (30.74143, -16.57367, -4.64414)
H (31.44571, -17.36115, -5.74937)
O (27.00327, -18.34582, -2.01364)
H (26.17414, -18.78417, -2.23067)
H (26.96776, -17.49639, -2.46882)

Calculated values
LUMO, eV: 2.1
Frontier orbital gap, eV: 7.56
Total charge: -1
2S+1: 1


Record 3
C17H48O7 | wB97M-V/def2-TZVPD

Cartesian coordinates (Å):
C (-3.19165, 0.61082, -0.84383)
C (-3.83269, -0.21696, 0.24444)
C (-4.95138, 0.51185, 0.98115)
O (-4.33883, -1.43781, -0.34601)
H (-2.65158, 1.47450, -0.44845)
H (-3.90704, 0.87960, -1.62446)
H (-2.39633, 0.07299, -1.36962)
H (-3.08137, -0.52263, 0.97103)
H (-5.88819, 0.45561, 0.41758)
H (-4.76402, 1.58821, 1.03723)
H (-5.10799, 0.17304, 2.00199)
H (-5.10994, -1.14221, -0.84580)
C (3.39034, -3.38268, 3.87223)
C (4.23917, -3.16482, 2.63927)
C (4.15696, -1.71626, 2.14940)
O (5.57817, -3.56685, 2.87372)
H (3.39248, -4.42372, 4.20048)
H (2.34904, -3.11548, 3.68624)
H (3.77003, -2.78210, 4.70399)
H (3.76844, -3.78763, 1.86257)
H (4.91139, -1.60323, 1.36373)
H (4.36716, -0.95914, 2.90337)
H (3.20608, -1.54045, 1.64240)
H (5.88619, -4.05187, 2.10528)
C (-2.23893, 4.35703, 1.19584)
C (-1.40010, 4.28115, 2.46912)
C (-2.13294, 4.79963, 3.67781)
O (-0.94129, 2.96123, 2.68649)
H (-3.09111, 3.66950, 1.25520)
H (-1.65891, 4.02808, 0.33022)
H (-2.68178, 5.32988, 0.97829)
H (-0.51085, 4.90052, 2.29406)
H (-3.10344, 4.31628, 3.80688)
H (-2.19718, 5.88423, 3.73886)
H (-1.59053, 4.53206, 4.59356)
H (-0.59067, 2.62340, 1.84066)
C (2.41069, -1.16640, -4.59869)
C (1.88880, 0.24755, -4.80940)
C (1.00011, 0.60474, -3.61363)
O (2.98759, 1.15668, -4.72280)
H (3.08651, -1.46511, -5.39828)
H (1.59023, -1.88916, -4.49014)
H (2.80481, -1.23895, -3.58295)
H (1.35117, 0.33295, -5.75650)
H (0.04460, 0.09088, -3.52815)
H (0.72822, 1.66932, -3.63683)
H (1.57879, 0.57559, -2.68879)
H (3.44890, 1.19959, -5.56594)
C (-0.70508, -3.16815, -0.93048)
C (-1.97570, -3.72386, -1.58445)
C (-1.81542, -5.11266, -2.18876)
O (-2.96160, -3.87148, -0.56101)
H (-0.90460, -2.13033, -0.64429)
H (0.17650, -3.13686, -1.57491)
H (-0.49184, -3.73024, -0.02185)
H (-2.32996, -3.01802, -2.34409)
H (-1.08825, -5.08436, -3.01183)
H (-2.77463, -5.30919, -2.66767)
H (-1.47814, -5.87394, -1.49349)
H (-3.48321, -3.05351, -0.47401)
C (2.62475, 3.91702, 0.82806)
O (2.12569, 3.41109, -0.41696)
H (1.79163, 4.42274, 1.31613)
H (2.92720, 3.13310, 1.52549)
H (3.43340, 4.61567, 0.62602)
H (2.84620, 3.38339, -1.05195)
C (0.49794, 0.37124, 0.83183)
O (0.13128, 1.68781, 0.41738)
H (-0.26419, -0.08023, 1.45823)
H (0.76607, -0.23548, -0.04060)
H (1.44777, 0.40237, 1.38305)
H (0.92710, 2.03044, -0.03270)

Calculated values
LUMO, eV: 0.4
Frontier orbital gap, eV: 9.98
2S+1: 1